Record 1
The following is a quantum chemistry calculation of a single C6H10 molecule at a distorted geometry, from OMol25.

The SMILES is CCC#CCC. Its HOMO-LUMO gap is 10.22 eV. The total energy is -6381.094 eV. The energy above the lowest of the compared OMol25 structures with the same formula, charge and spin is 2.7658 eV. Its HOMO energy is -9.17 eV.

Structure (ORCA input):
```
! RIJCOSX wB97M-V def2-TZVPD def2/J DEFGRID3
* xyz 0 1
C 2.15 0.60 -0.22
C 1.63 -0.81 0.01
C 0.55 -1.11 -0.98
C -0.62 -1.01 -0.67
C -1.79 -0.64 0.08
C -1.95 0.88 0.20
H 2.55 0.69 -1.23
H 1.36 1.36 -0.11
H 2.92 0.80 0.53
H 2.40 -1.57 0.05
H 1.11 -0.81 0.98
H -1.70 -1.10 1.08
H -2.64 -1.11 -0.41
H -1.88 1.34 -0.79
H -2.92 1.13 0.64
H -1.17 1.34 0.83
*
```



Record 2
The following is a quantum chemistry calculation of C20H45AlIN4O7 as an isolated structure, from OMol25.

Its HOMO-LUMO gap is 7.57 eV. The total energy is -56463.508 eV. Its HOMO energy is -5.74 eV.

Structure (ORCA input):
```
! RIJCOSX wB97M-V def2-TZVPD def2/J DEFGRID3
* xyz -1 1
N 6.79 0.53 2.05
C 6.03 0.21 1.24
O 5.21 -0.14 0.33
Al 3.64 0.86 0.17
I 2.92 1.57 2.55
C 4.09 2.48 -0.95
C 3.29 3.65 -0.59
O 3.63 4.52 0.19
C 2.20 -0.24 -0.64
C 1.20 0.55 -1.50
C -0.28 0.26 -1.21
C -1.15 1.48 -0.95
O -1.65 1.43 0.42
C -2.82 2.09 0.56
O -2.92 3.27 0.66
H 5.13 2.74 -0.78
H 3.95 2.21 -2.00
H 2.29 3.71 -1.06
H 2.69 -1.00 -1.26
H 1.68 -0.80 0.14
H 1.39 1.62 -1.45
H 1.41 0.28 -2.54
H -0.35 -0.38 -0.34
H -0.71 -0.31 -2.03
H -0.62 2.42 -1.08
H -2.01 1.48 -1.61
H -3.70 1.44 0.58
C -4.73 -2.64 0.88
C -4.32 -2.19 -0.52
C -3.18 -3.02 -1.13
O -1.89 -2.71 -0.63
C -1.52 -3.35 0.58
N -4.00 -0.76 -0.49
H -4.00 -2.34 1.63
H -5.68 -2.18 1.15
H -4.84 -3.72 0.93
H -5.18 -2.33 -1.18
H -3.13 -2.79 -2.20
H -3.38 -4.10 -1.03
H -1.93 -4.36 0.63
H -1.85 -2.78 1.45
H -0.44 -3.40 0.59
H -3.82 -0.44 -1.44
H -3.11 -0.66 -0.02
C -8.13 -1.61 -5.97
C -6.75 -1.02 -5.72
C -5.78 -1.99 -5.04
O -5.99 -2.16 -3.65
C -6.98 -3.11 -3.30
N -6.89 0.25 -5.00
H -8.72 -1.67 -5.05
H -8.69 -0.98 -6.67
H -8.07 -2.61 -6.40
H -6.31 -0.78 -6.70
H -4.77 -1.58 -5.13
H -5.77 -2.96 -5.54
H -6.99 -3.94 -4.01
H -7.98 -2.66 -3.26
H -6.73 -3.48 -2.31
H -5.99 0.70 -4.92
H -7.15 0.03 -4.04
C 9.16 1.96 4.60
C 8.32 1.17 5.60
C 6.85 1.58 5.63
O 6.58 2.79 6.32
C 6.74 3.96 5.54
N 8.95 1.25 6.93
H 9.36 2.97 4.95
H 10.12 1.47 4.45
H 8.65 2.02 3.64
H 8.35 0.12 5.29
H 6.29 0.81 6.17
H 6.43 1.62 4.61
H 6.43 3.80 4.51
H 7.77 4.33 5.56
H 6.10 4.73 5.98
H 8.45 0.64 7.57
H 8.79 2.18 7.28
*
```



Record 3
The following is a quantum chemistry calculation of a single C21H22FN3O3 molecule, from OMol25.

The SMILES is O=C(Nc1ccc(N2CCOCC2)cc1)[C@H]1CC(=O)N(c2ccc(F)cc2)C1. Its HOMO-LUMO gap is 8.01 eV. The total energy is -35464.915 eV. The energy above the lowest of the compared OMol25 structures with the same formula, charge and spin is 2.2012 eV. Its HOMO energy is -7.52 eV.

Structure (ORCA input):
```
! RIJCOSX wB97M-V def2-TZVPD def2/J DEFGRID3
* xyz 0 1
O -0.56 -0.22 -1.56
C -0.70 0.51 -0.61
N 0.02 0.47 0.54
C 1.06 -0.41 0.90
C 1.52 -1.43 0.07
C 2.53 -2.26 0.49
C 3.13 -2.12 1.75
N 4.17 -2.95 2.11
C 4.16 -4.35 1.73
C 4.32 -5.24 2.98
O 3.69 -4.65 4.09
C 4.35 -3.47 4.51
C 4.95 -2.72 3.30
C 2.67 -1.08 2.56
C 1.66 -0.24 2.14
C -1.73 1.65 -0.60
C -1.09 3.00 -0.88
C -2.15 3.77 -1.66
O -2.14 4.97 -1.83
N -3.06 2.87 -2.12
C -4.16 3.16 -2.93
C -4.69 4.45 -3.00
C -5.79 4.71 -3.79
C -6.36 3.68 -4.52
F -7.44 3.94 -5.29
C -5.86 2.40 -4.47
C -4.76 2.14 -3.68
C -2.74 1.51 -1.74
H -0.20 1.16 1.25
H 1.08 -1.56 -0.90
H 2.89 -3.02 -0.19
H 3.21 -4.57 1.25
H 4.97 -4.55 1.02
H 5.38 -5.43 3.19
H 3.81 -6.20 2.82
H 5.14 -3.71 5.23
H 3.59 -2.87 5.01
H 5.04 -1.65 3.50
H 5.96 -3.10 3.10
H 3.08 -0.92 3.55
H 1.32 0.55 2.80
H -2.25 1.67 0.37
H -0.78 3.55 0.01
H -0.21 2.90 -1.53
H -4.23 5.24 -2.44
H -6.20 5.71 -3.85
H -6.32 1.61 -5.05
H -4.36 1.14 -3.65
H -3.64 0.98 -1.43
H -2.26 0.97 -2.57
*
```



Record 4
The following is a quantum chemistry calculation of Cl2HO3PS as an isolated structure at a distorted geometry, from OMol25.

Its HOMO-LUMO gap is 7.64 eV. The total energy is -51324.326 eV. The energy above the lowest of the compared OMol25 structures with the same formula, charge and spin is 1.8488 eV. Its HOMO energy is -9.45 eV.

Structure (ORCA input):
```
! RIJCOSX wB97M-V def2-TZVPD def2/J DEFGRID3
* xyz 0 1
O 0.09 -0.45 -0.09
O -2.37 -1.29 -0.89
O -2.24 0.50 1.21
P -1.33 -0.12 -0.74
S -1.71 1.06 -2.22
Cl -2.31 -2.77 0.07
Cl -3.53 1.44 0.71
H 0.52 0.20 0.45
*
```



Record 5
The following is a quantum chemistry calculation of C24H76BO16PtS as an isolated structure at a distorted geometry, from OMol25.

Its HOMO-LUMO gap (alpha / beta) is 6.59 / 7.86 eV. The total energy is -73633.898 eV. Its HOMO energy (alpha / beta) is -4.46 / -5.73 eV.

Structure (ORCA input):
```
! RIJCOSX wB97M-V def2-TZVPD def2/J DEFGRID3
* xyz -1 3
Pt -0.46 0.00 0.31
B 0.14 -0.95 -1.66
H -0.45 -1.67 -1.12
H -0.44 -0.05 -1.82
H 1.03 -0.68 -1.12
H 0.37 -1.31 -2.65
S -0.65 -1.19 2.74
O -1.04 0.11 2.29
O -1.74 -2.03 3.17
O -0.21 -1.70 1.45
O 0.40 -1.06 3.76
C -4.35 -0.23 1.12
C -3.44 -0.99 0.08
O -2.53 -0.02 -0.42
H -4.90 0.60 0.68
H -3.67 0.13 1.89
H -4.95 -0.98 1.63
H -4.04 -1.41 -0.72
H -2.93 -1.81 0.58
H -2.93 0.39 -1.19
C 0.09 -5.71 0.44
C -1.23 -4.93 0.08
O -1.55 -4.14 1.16
H 1.02 -5.18 0.66
H 0.28 -6.40 -0.38
H -0.03 -6.36 1.31
H -2.08 -5.56 -0.18
H -1.06 -4.36 -0.83
H -0.98 -3.37 1.13
C -3.71 -3.17 -3.84
C -2.43 -2.85 -3.07
O -1.80 -1.81 -3.77
H -3.45 -3.77 -4.71
H -4.15 -2.22 -4.16
H -4.45 -3.69 -3.24
H -1.73 -3.69 -3.00
H -2.70 -2.40 -2.12
H -1.09 -1.45 -3.23
C 4.18 -3.14 1.97
C 2.73 -2.98 2.46
O 2.76 -2.25 3.70
H 4.85 -3.50 2.75
H 4.49 -2.17 1.59
H 4.09 -3.85 1.14
H 2.21 -3.91 2.71
H 2.09 -2.42 1.79
H 1.88 -1.88 3.80
C 0.18 5.26 -3.04
C 1.59 4.77 -2.61
O 1.38 3.53 -1.84
H -0.40 5.29 -2.12
H -0.21 4.48 -3.69
H 0.31 6.23 -3.53
H 2.14 5.47 -1.99
H 2.27 4.62 -3.45
H 1.36 2.84 -2.51
C 2.25 -3.53 -1.16
C 3.32 -2.70 -1.87
O 2.68 -2.02 -2.89
H 2.64 -4.25 -0.44
H 1.58 -4.12 -1.78
H 1.68 -2.79 -0.59
H 4.09 -3.31 -2.34
H 3.80 -2.06 -1.14
H 1.91 -1.59 -2.53
C -2.88 3.13 -3.38
C -2.95 1.61 -3.22
O -3.98 1.21 -2.38
H -2.38 3.67 -2.58
H -3.88 3.53 -3.50
H -2.32 3.36 -4.29
H -2.02 1.20 -2.84
H -3.05 1.06 -4.16
H -4.80 1.19 -2.88
C 3.60 1.99 0.86
C 2.85 0.79 0.28
O 1.61 0.57 0.94
H 4.41 2.29 0.20
H 4.07 1.75 1.82
H 2.96 2.85 1.05
H 3.44 -0.13 0.35
H 2.67 0.95 -0.78
H 1.83 0.72 1.86
C 0.86 0.31 -5.49
C 1.76 1.23 -4.66
O 1.21 1.26 -3.36
H 1.19 0.22 -6.52
H -0.15 0.71 -5.45
H 0.89 -0.66 -4.99
H 1.77 2.26 -5.01
H 2.79 0.88 -4.72
H 1.09 0.36 -3.07
C -0.29 3.56 1.66
C -1.19 3.00 0.62
O -0.46 2.11 -0.18
H -0.93 4.30 2.13
H 0.57 4.09 1.24
H 0.07 2.85 2.40
H -1.64 3.68 -0.10
H -1.98 2.48 1.16
H 0.17 2.66 -0.65
C 1.98 2.05 5.79
C 2.73 1.31 4.67
O 1.85 0.99 3.53
H 2.72 2.42 6.51
H 1.20 1.37 6.12
H 1.44 2.91 5.40
H 3.11 0.37 5.07
H 3.64 1.83 4.36
H 1.28 0.27 3.82
C -2.35 2.19 6.26
C -1.77 1.39 5.12
O -2.52 1.59 3.97
H -3.31 1.82 6.64
H -2.61 3.22 6.01
H -1.74 2.04 7.15
H -1.75 0.32 5.34
H -0.72 1.66 5.02
H -2.10 1.10 3.26
*
```



Record 6
The following is a quantum chemistry calculation of an isolated ion of composition C2H6N3O and charge +1 at a distorted geometry, from OMol25.

Its HOMO-LUMO gap (alpha / beta) is 7.94 / 9.70 eV. The total energy is -8676.538 eV. The energy above the lowest of the compared OMol25 structures with the same formula, charge and spin is 6.6795 eV. Its HOMO energy (alpha / beta) is -14.23 / -14.74 eV.

Structure (ORCA input):
```
! RIJCOSX wB97M-V def2-TZVPD def2/J DEFGRID3
* xyz 1 1
C -0.54 -0.34 -0.73
C 0.77 0.31 1.24
N 0.56 1.87 -0.39
N 0.09 -0.60 0.35
N -1.02 -1.21 -1.51
O 0.52 1.59 0.88
H 0.57 0.31 2.28
H 1.78 -0.18 1.09
H -0.08 2.66 -0.46
H -0.09 -1.46 0.80
H -1.36 -0.83 -2.47
H -1.22 -2.11 -1.09
*
```